# C10H11O3P

A structure of composition C10H11O3P at a distorted geometry (ωB97M-V/def2-TZVPD, the Open Molecules 2025 dataset).

HOMO level	-8.153	eV

Geometry as XYZ:
```
25
C10H11O3P ωB97M-V/def2-TZVPD
C 4.420 -0.678 -0.466
C 4.246 0.633 -0.720
C 3.499 -1.521 0.062
C 3.026 1.190 -0.436
C 2.246 -0.976 0.318
C 2.002 0.415 0.103
C 1.119 -1.838 0.571
C 0.633 0.949 0.284
C -2.884 -2.293 -0.301
C -2.904 -0.724 -0.253
O 0.736 -2.888 0.954
O -0.665 -0.543 -1.860
O -1.772 -0.249 0.359
P -0.378 -0.360 -0.422
H 5.413 -1.094 -0.719
H 5.021 1.250 -1.297
H 3.594 -2.667 0.134
H 2.882 2.264 -0.565
H 0.508 0.885 1.293
H 0.695 1.968 -0.101
H -2.333 -2.728 -1.178
H -2.212 -2.836 0.454
H -3.809 -2.719 -0.219
H -3.798 -0.361 0.319
H -2.914 -0.302 -1.316
```

***

# C10H12AuBiI2O5S

A structure of composition C10H12AuBiI2O5S at a distorted geometry (ωB97M-V/def2-TZVPD, the Open Molecules 2025 dataset).

net charge	+4
expectation value of S²	2.017
HOMO level (alpha / beta)	-22.994 / -22.949	eV
2S+1	3

Geometry as XYZ:
```
32
C10H12AuBiI2O5S ωB97M-V/def2-TZVPD
I 2.267 -2.926 0.811
I 1.897 3.872 0.521
Bi 0.549 1.448 1.160
Au -0.233 -1.341 0.465
S 1.582 -0.294 -0.723
C -1.934 -2.167 0.020
C -1.056 -1.577 2.369
C 0.855 -0.111 -2.416
C 1.686 1.004 -3.037
C -0.635 0.196 -2.473
C 1.157 -1.443 -3.100
C -1.042 2.449 3.187
C -1.518 2.313 -0.042
O -1.411 -2.669 2.706
O -2.890 -2.536 -0.505
O -1.636 3.065 3.935
O -2.526 2.666 -0.443
H 1.416 1.109 -4.094
H 2.747 0.747 -2.976
H 1.524 1.961 -2.528
H -1.031 -0.227 -3.409
H -0.840 1.270 -2.469
H -1.196 -0.273 -1.656
H 0.894 -1.361 -4.163
H 0.588 -2.262 -2.650
H 2.224 -1.672 -3.014
C 0.171 -0.317 4.275
C -0.977 -0.368 3.324
O -1.993 0.370 3.333
H 1.085 -0.752 3.816
H -0.082 -0.898 5.182
H 0.359 0.725 4.596
```

***

# C10H12BCl4NO

A cluster of 2 separate species, C10H12BCl4NO in total at a distorted geometry (ωB97M-V/def2-TZVPD, the Open Molecules 2025 dataset).

HOMO level	-9.257	eV

Geometry as XYZ:
```
29
C10H12BCl4NO ωB97M-V/def2-TZVPD
Cl -3.015 2.115 -2.447
B -1.196 1.785 -2.400
Cl -0.467 1.633 -4.123
Cl -0.307 3.207 -1.481
O -0.971 0.540 -1.635
C 0.211 0.115 -1.361
C 0.380 -1.266 -1.017
C 1.676 -1.830 -0.961
C 1.853 -3.206 -0.858
C 0.734 -4.046 -0.737
Cl 0.951 -5.720 -0.499
C -0.556 -3.496 -0.716
C -0.736 -2.125 -0.833
H 1.083 0.727 -1.628
H 2.536 -1.157 -1.047
H 2.850 -3.644 -0.839
H -1.409 -4.146 -0.581
H -1.730 -1.690 -0.841
C 0.023 3.374 3.292
C -0.443 2.138 3.059
C -0.703 1.706 1.627
N 0.325 0.862 1.105
H 0.313 3.744 4.261
H 0.123 4.047 2.422
H -0.591 1.362 3.825
H -1.667 1.187 1.537
H -0.718 2.623 1.022
H 0.614 0.027 1.597
H 0.838 1.135 0.258
```

***

# C10H12BClN4O10

A cluster of 2 separate species, C10H12BClN4O10 in total at a distorted geometry (ωB97M-V/def2-TZVPD, the Open Molecules 2025 dataset).

HOMO level	-9.113	eV

Geometry as XYZ:
```
38
C10H12BClN4O10 ωB97M-V/def2-TZVPD
N 0.434 1.865 -0.804
C -0.076 0.410 -0.739
C -1.709 0.469 -0.594
C -2.438 -0.119 -1.939
N -1.847 -1.473 -2.386
C -2.859 -2.265 -2.871
O -3.653 -3.115 -3.554
O -3.888 -0.337 -1.823
C -4.485 0.419 -0.712
N -4.695 1.909 -1.053
C -3.739 0.183 0.729
N -2.275 -0.286 0.591
Cl -1.526 0.103 2.112
H 0.197 2.373 0.081
H -0.141 2.353 -1.545
H 0.304 -0.081 -1.754
H 0.481 -0.155 0.121
H -1.982 1.616 -0.411
H -2.266 0.647 -2.836
H -5.592 -0.009 -0.583
H -5.329 1.893 -1.891
H -3.797 2.339 -1.378
H -3.685 1.225 1.305
H -4.316 -0.579 1.406
H -2.316 -1.306 0.377
B 4.708 -0.622 1.550
O 4.982 0.640 2.244
C 6.116 1.131 1.725
O 6.632 2.179 2.079
C 6.613 0.243 0.707
O 7.626 0.404 0.046
O 5.794 -0.811 0.582
O 4.650 -1.740 2.497
C 3.431 -2.285 2.380
O 3.046 -3.243 3.030
C 2.670 -1.574 1.387
O 1.525 -1.822 1.046
O 3.407 -0.578 0.875
```

***

How do the records compare in energy relative to the best compared isomer or geometry (same formula, charge and spin)? In the order shown, they have 33.0; 0.0; 32.7; 241.7 kJ/mol.